{
  "formula": "C23H48Cl16FNO2P",
  "method": "ωB97M-V/def2-TZVPD",
  "symbols": ["C", "C", "F", "C", "C", "O", "C", "C", "P", "C", "O", "N", "H", "H", "H", "H", "H", "H", "H", "H", "H", "H", "H", "H", "H", "H", "H", "H", "Cl", "C", "C", "Cl", "H", "H", "H", "H", "Cl", "C", "C", "Cl", "H", "H", "H", "H", "Cl", "C", "C", "Cl", "H", "H", "H", "H", "Cl", "C", "C", "Cl", "H", "H", "H", "H", "Cl", "C", "C", "Cl", "H", "H", "H", "H", "Cl", "C", "C", "Cl", "H", "H", "H", "H", "Cl", "C", "C", "Cl", "H", "H", "H", "H", "Cl", "C", "C", "Cl", "H", "H", "H", "H"],
  "coordinates": [[-2.702124, 0.598415, -3.669950], [-1.870638, -0.328147, -2.759625], [-2.715684, -0.806423, -1.776525], [-0.683994, 0.451881, -2.151971], [-0.356530, 0.094466, -0.711590], [0.323799, -1.139866, -0.573823], [1.556774, -1.198542, -1.281604], [1.789472, -0.100489, -2.328481], [2.761345, 1.412375, -1.728769], [1.597963, 2.838222, -1.632351], [3.193578, 1.124573, -0.165706], [0.513866, 0.262771, -3.046581], [-2.130752, 1.464539, -4.009955], [-3.569837, 0.941140, -3.106701], [-3.048177, 0.053654, -4.549221], [-1.564328, -1.175919, -3.385370], [-0.925615, 1.513059, -2.182012], [-1.290078, -0.015039, -0.167335], [0.155348, 0.931679, -0.231020], [2.420120, -1.245728, -0.611405], [1.558693, -2.151288, -1.822803], [2.444172, -0.533863, -3.086772], [0.811453, 2.857251, -2.388307], [2.215699, 3.719801, -1.817058], [1.196734, 2.953953, -0.620651], [4.129035, 1.354432, -0.124512], [0.699659, 1.129038, -3.559052], [0.357326, -0.442749, -3.771564], [5.043868, 3.116018, -7.214117], [4.720708, 4.229106, -5.865114], [4.470442, 3.493148, -4.575373], [2.925596, 2.590824, -4.616218], [3.875074, 4.855084, -6.138889], [5.598994, 4.862611, -5.752358], [4.402985, 4.199874, -3.749506], [5.262858, 2.782580, -4.355507], [2.899747, -4.111871, -1.198948], [1.383769, -5.023643, -0.955947], [1.205228, -6.104292, -1.988353], [0.903849, -5.422963, -3.610335], [0.557579, -4.314846, -0.974945], [1.435604, -5.461587, 0.039131], [0.341792, -6.715864, -1.732742], [2.078628, -6.748112, -2.049832], [0.806133, -0.396329, 1.689453], [0.879197, 0.026528, 3.426381], [0.468531, -1.129875, 4.293477], [-1.278443, -1.502534, 4.130528], [0.245444, 0.896070, 3.593804], [1.907841, 0.304077, 3.649356], [0.645357, -0.890653, 5.335722], [1.026056, -2.031564, 4.053003], [1.451766, -2.669106, 8.580973], [-0.122582, -2.998227, 7.813265], [-0.184346, -4.379041, 7.215179], [0.889612, -4.543465, 5.797908], [-0.297329, -2.233501, 7.059421], [-0.880936, -2.897252, 8.587780], [-1.196945, -4.584862, 6.872328], [0.097788, -5.139635, 7.938434], [-1.530236, 3.644143, 2.813980], [-3.025988, 2.753059, 2.429171], [-2.804603, 1.740562, 1.338825], [-2.488398, 2.516881, -0.246607], [-3.790606, 3.476118, 2.156588], [-3.339393, 2.243486, 3.338759], [-3.693577, 1.124186, 1.214530], [-1.963418, 1.088666, 1.570173], [-5.839654, -2.793556, -3.979881], [-5.508201, -2.534410, -2.246630], [-6.197621, -3.550128, -1.372888], [-7.966119, -3.344233, -1.371493], [-5.813703, -1.521346, -1.995847], [-4.430298, -2.609805, -2.119085], [-5.862308, -3.432356, -0.343391], [-5.977191, -4.565188, -1.694012], [4.771853, 0.067530, 3.838603], [5.174159, 0.149471, 5.578181], [4.370561, -0.832738, 6.389006], [2.643130, -0.394291, 6.448121], [5.010912, 1.170796, 5.911991], [6.234282, -0.079674, 5.670559], [4.730810, -0.845977, 7.416353], [4.444316, -1.840526, 5.987667], [-1.427534, 4.271132, -3.755918], [-2.764050, 5.464505, -3.673638], [-3.670476, 5.222487, -2.496381], [-4.624924, 3.727989, -2.669268], [-3.305927, 5.423119, -4.614560], [-2.300207, 6.444934, -3.584586], [-4.381466, 6.041873, -2.406427], [-3.105264, 5.153399, -1.569140]],
  "forces_ev_per_a": [[0.1, -0.5, -0.1], [-0.7, 0.9, -1.0], [0.4, -0.1, 0.2], [-0.6, -0.4, 0.3], [-0.2, 0.0, -0.2], [0.0, 0.5, -1.4], [-0.2, -0.7, -0.8], [0.0, 0.2, 1.1], [1.6, 0.7, -0.6], [0.0, -0.2, 0.5], [-0.8, -0.1, 0.0], [0.6, 0.1, -0.2], [-0.1, 0.0, 0.0], [0.1, 0.2, 0.0], [-0.1, 0.1, 0.1], [0.3, -0.2, 0.5], [0.0, -0.1, 0.0], [0.0, -0.1, -0.2], [0.2, -0.1, -0.2], [-0.2, 0.2, 0.1], [-0.1, 0.2, 0.1], [0.0, 0.1, 0.0], [-0.1, 0.0, 0.1], [0.0, -0.1, -0.1], [-0.3, -0.2, -0.2], [0.0, -0.2, 0.2], [-0.1, 0.0, 0.0], [-0.3, -0.1, 0.2], [0.0, 0.0, 0.0], [0.0, 0.0, -0.1], [0.2, 0.1, 0.2], [-0.2, 0.0, -0.6], [0.0, 0.0, 0.0], [0.0, 0.0, 0.1], [-0.1, 0.0, 0.0], [-0.1, -0.1, -0.1], [0.2, -0.3, 0.0], [-0.1, 0.0, 0.1], [0.0, -0.1, 0.0], [0.0, 0.0, 0.0], [0.0, 0.0, 0.0], [0.0, 0.0, 0.0], [0.0, 0.1, 0.0], [0.0, 0.1, -0.1], [0.2, 0.0, 1.8], [0.2, 0.2, 0.0], [-0.1, -0.1, -0.1], [0.0, 0.0, 0.0], [0.0, 0.0, -0.1], [0.0, -0.1, 0.0], [-0.2, 0.0, -0.1], [-0.1, 0.0, 0.0], [-0.1, -0.2, 0.1], [0.0, 0.1, 0.0], [-0.1, 0.0, 0.0], [0.0, 0.0, 0.0], [0.0, 0.0, 0.0], [0.0, -0.1, 0.0], [0.0, 0.1, 0.0], [0.1, 0.0, 0.0], [0.0, 0.0, 0.0], [-0.1, 0.0, 0.1], [0.0, -0.2, 0.1], [0.0, 0.1, 0.1], [0.1, 0.0, 0.0], [0.0, 0.0, 0.0], [0.0, 0.1, 0.0], [0.1, 0.1, 0.0], [0.0, 0.0, 0.0], [0.1, 0.0, 0.0], [0.0, 0.0, 0.1], [0.0, 0.0, 0.0], [-0.1, 0.0, 0.0], [0.0, -0.1, 0.0], [0.0, 0.0, 0.0], [0.0, 0.0, -0.1], [0.0, 0.0, 0.0], [0.1, 0.0, 0.1], [0.1, -0.1, 0.1], [0.4, 0.3, 0.1], [-0.1, 0.0, -0.1], [0.0, -0.1, 0.0], [0.0, 0.1, 0.0], [-0.1, 0.0, -0.1], [0.0, 0.0, 0.0], [-0.1, 0.2, 0.0], [0.0, 0.0, 0.1], [0.0, 0.0, -0.1], [0.0, -0.1, 0.0], [0.1, 0.0, 0.0], [0.0, 0.0, -0.1], [0.0, -0.1, 0.0]],
  "lowdin_charge": [-0.0155, -0.3080, 0.0010, -0.2070, -0.2839, -0.2418, -0.2385, -0.3374, 0.8726, -0.2749, -0.3103, 0.1165, 0.0425, 0.0651, 0.0874, 0.1510, 0.0798, 0.0924, 0.0661, 0.0964, 0.0584, 0.1197, -0.0141, 0.0351, 0.0531, 0.0501, 0.1235, 0.1840, 0.5582, -0.6622, -0.6212, 0.5496, 0.0708, 0.0794, 0.0769, 0.0749, 0.5959, -0.6318, -0.6521, 0.5326, 0.0654, 0.0793, 0.0771, 0.0717, 0.7971, -0.6006, -0.7032, 0.5307, 0.0595, 0.0182, -0.0295, 0.0515, 0.5320, -0.6514, -0.6444, 0.5436, 0.0385, 0.0772, 0.0747, 0.0698, 0.5516, -0.6432, -0.6074, 0.6269, 0.0721, 0.0793, 0.0869, 0.0439, 0.5388, -0.6831, -0.6676, 0.5471, 0.0667, 0.0508, 0.0718, 0.0691, 0.5506, -0.6425, -0.6164, 0.6121, 0.0704, 0.0762, 0.0800, 0.0761, 0.5496, -0.6222, -0.6565, 0.5490, 0.0741, 0.0782, 0.0794, 0.0468],
  "e_homo_ev": -11.224,
  "multiplicity": 1,
  "gap_ha": 0.3223,
  "e_lumo_ha": -0.09018,
  "e_above_lowest_ev": 0.000,
  "total_charge": 1,
  "molar_mass_g_mol": 987.9,
  "energy_ha": -8914.463293
}

***

{
  "formula": "C21H23N3O5S",
  "method": "ωB97M-V/def2-TZVPD",
  "symbols": ["C", "H", "O", "C", "C", "C", "C", "C", "C", "H", "H", "N", "S", "O", "O", "C", "C", "O", "N", "C", "C", "H", "H", "H", "C", "H", "H", "H", "C", "H", "H", "C", "O", "N", "C", "C", "C", "C", "C", "C", "H", "H", "H", "C", "H", "H", "H", "H", "H", "H", "H", "H", "H"],
  "coordinates": [[4.982046, 2.967762, 0.480249], [5.499236, 3.846061, 0.863042], [3.888370, 2.765647, 1.342157], [3.047221, 1.725919, 1.091420], [3.182185, 0.816993, 0.049282], [2.265753, -0.209220, -0.106085], [1.188625, -0.351505, 0.758783], [1.053698, 0.564270, 1.803344], [1.970778, 1.579603, 1.965974], [1.864948, 2.286165, 2.773259], [0.232726, 0.498393, 2.497168], [0.285343, -1.415927, 0.580631], [-0.015183, -1.973271, -0.974342], [-0.032712, -0.874775, -1.902207], [-1.180567, -2.801550, -0.904173], [1.348129, -3.029033, -1.344603], [2.151882, -3.062682, -2.456305], [3.001540, -4.087641, -2.332514], [2.767792, -4.739993, -1.164827], [1.784836, -4.135212, -0.559143], [1.237816, -4.568235, 0.744066], [1.439843, -3.811896, 1.500755], [1.696314, -5.507544, 1.038352], [0.159448, -4.688786, 0.659789], [2.208851, -2.200389, -3.655727], [3.214177, -1.801649, -3.782702], [1.493871, -1.389571, -3.545588], [1.966887, -2.783735, -4.542851], [-0.784881, -1.604002, 1.531923], [-1.316354, -2.510793, 1.233077], [-0.377821, -1.750293, 2.536224], [-1.821933, -0.467455, 1.580188], [-2.395815, -0.201394, 2.614745], [-2.003306, 0.137125, 0.386776], [-2.856873, 1.198843, 0.053941], [-3.713411, 1.796407, 0.970601], [-4.533916, 2.845350, 0.582076], [-4.490387, 3.291512, -0.733805], [-3.637475, 2.697821, -1.647306], [-2.818816, 1.653791, -1.261151], [-2.148067, 1.184998, -1.967037], [-3.609400, 3.050498, -2.667751], [-5.128202, 4.107270, -1.041799], [-5.463830, 3.488228, 1.565927], [-5.316037, 3.080608, 2.562039], [-6.499149, 3.319073, 1.271513], [-5.299614, 4.564278, 1.598215], [-3.736371, 1.437566, 1.986113], [-1.463787, -0.202166, -0.400064], [2.393184, -0.897300, -0.923312], [3.997497, 0.888597, -0.652587], [4.654714, 3.160188, -0.546479], [5.666198, 2.113053, 0.490728]],
  "forces_ev_per_a": [[0.2, 0.0, -0.1], [0.0, -0.1, -0.1], [-0.3, -0.1, 0.2], [-0.2, -0.1, 0.1], [0.2, 0.2, 0.0], [0.0, 0.1, 0.2], [0.8, 0.5, -0.1], [-0.1, -0.2, -0.1], [0.3, 0.1, -0.1], [0.0, 0.1, 0.1], [-0.1, 0.0, 0.1], [-0.5, -0.7, -1.0], [0.5, -0.6, -0.3], [0.2, 0.0, 0.2], [0.0, -0.1, 0.3], [0.0, 0.3, -0.4], [-0.5, 0.3, 0.5], [-0.2, 0.8, -0.8], [-0.2, -0.7, 1.2], [0.1, 0.2, -0.4], [0.1, -0.2, 0.1], [0.0, 0.0, 0.1], [0.0, 0.0, 0.1], [-0.1, -0.1, 0.1], [0.1, -0.1, 0.0], [0.0, 0.0, 0.0], [0.1, 0.0, -0.1], [0.0, 0.0, -0.1], [-0.4, -0.2, 0.3], [0.0, 0.1, 0.3], [-0.1, 0.1, -0.1], [0.3, -0.2, -0.1], [-0.1, 0.0, 0.2], [0.0, 0.0, -0.3], [-0.2, 0.2, 0.0], [0.0, 0.0, 0.1], [0.1, 0.0, -0.2], [0.0, 0.0, 0.0], [0.0, 0.0, 0.0], [0.0, -0.1, 0.1], [0.1, 0.0, -0.1], [0.0, 0.0, -0.1], [-0.1, 0.1, 0.0], [0.0, 0.0, 0.0], [0.0, 0.0, 0.1], [-0.1, 0.0, 0.0], [0.0, 0.1, 0.1], [0.0, 0.0, 0.0], [-0.1, 0.2, 0.2], [0.2, 0.0, 0.0], [0.1, 0.0, 0.0], [0.0, 0.0, 0.0], [0.0, 0.0, 0.0]],
  "nbo_charge": [-0.2525, 0.2029, -0.4886, 0.2886, -0.2786, -0.2321, 0.1856, -0.2476, -0.2224, 0.2289, 0.2298, -0.6933, 2.3315, -0.9386, -0.9251, -0.5198, 0.4092, -0.2633, -0.1206, 0.1892, -0.6539, 0.2349, 0.2452, 0.2400, -0.6863, 0.2407, 0.2656, 0.2471, -0.3299, 0.2693, 0.2354, 0.6706, -0.6118, -0.6304, 0.2311, -0.2649, 0.0051, -0.2371, -0.1878, -0.2668, 0.2163, 0.2127, 0.2073, -0.6274, 0.2176, 0.2196, 0.2180, 0.2465, 0.4058, 0.2129, 0.2197, 0.1760, 0.1754],
  "e_homo_ev": -8.336,
  "multiplicity": 1,
  "gap_ha": 0.3257,
  "e_lumo_ha": 0.01939,
  "smiles": "COc1ccc(N(CC(=O)Nc2cccc(C)c2)S(=O)(=O)c2c(C)noc2C)cc1",
  "e_above_lowest_ev": 4.049,
  "total_charge": 0,
  "molar_mass_g_mol": 429.5,
  "energy_ha": -1752.651078
}